(1)
ORCA calculation (ωB97M-V/def2-TZVPD) on C6H10OS in the gas phase at a distorted geometry.

Structure (XYZ):
```
18
Properties=species:S:1:pos:R:3
C 0.1325 -1.5130 0.2124
C 0.9360 2.1577 -0.2200
O 1.8864 -0.0238 -0.4106
H -1.9842 -0.0008 1.6164
H -0.0035 2.6747 0.0444
S -3.0000 -0.0109 -0.5650
C -1.6485 0.3997 0.6222
H 1.2105 2.4574 -1.2475
H 1.7228 2.4657 0.3897
H -0.5698 -2.1578 -0.4021
H -1.7698 1.4618 0.7525
C 0.7561 0.6813 -0.1386
H 2.3135 -1.9712 0.1549
H 0.1209 -1.9970 1.2595
C 1.5283 -1.4153 -0.3875
C -0.3033 -0.0637 0.2259
H -2.8966 -1.3889 -0.4443
H 1.5688 -1.7559 -1.4622
```

Properties
**Relative energy (zero: lowest compared OMol25 entry of this formula, charge and spin)**: 92.83 kJ/mol
**SMILES**: CC1=C(CS)CCO1
**Orbital gap**: 0.3307 Ha
**HOMO energy**: -0.2977 hartree

Here are the Löwdin charges for atoms 1 to 4, given in e: -0.133, 0.010, -0.040, 0.089

***

(2)
ORCA calculation (ωB97M-V/def2-TZVPD) on a molecular structure, C33H42BrCuN2O2Si at a distorted geometry.

Structure (XYZ):
```
82
Properties=species:S:1:pos:R:3
H -2.9563 3.3608 1.3342
C -1.8601 3.3532 1.1272
H -3.4130 2.1378 -0.8413
C 0.5937 3.9520 -1.7420
H -2.1517 1.8582 -1.8806
O 1.6986 -1.9641 3.0678
H -1.6121 4.4066 0.9124
C -2.4554 2.4358 -1.0443
H 5.3273 1.0403 6.7964
H -3.8577 0.2543 -1.5744
H 2.6076 4.4822 -0.9978
C -3.1011 -2.8427 -3.6393
H -2.4456 3.4588 -1.4841
H -1.3523 3.1468 2.0710
C -3.3030 -7.1867 -3.0385
C -4.1910 -0.7004 -3.4672
C -3.7935 -1.7751 -4.2007
C 1.7928 3.6995 1.6853
C 3.4316 0.2680 6.0466
C 4.8986 0.4625 6.0472
C -2.1381 -3.9610 -1.5750
C 2.0600 4.1831 -1.8599
N 3.7450 -2.2923 2.0742
C 3.6543 -1.1022 4.0362
H 2.8483 0.9549 -0.1607
H 2.3786 4.5482 1.1658
C -1.5132 2.2543 0.1335
H 0.3914 2.5143 -3.3070
N 3.0162 -1.9455 3.0380
C -2.9072 -2.9368 -2.2156
C -1.7860 0.8506 0.7898
H 0.2343 4.0686 -3.9640
C -1.2634 -3.5384 -0.5413
C -2.3930 -8.0902 -2.5767
H -4.5861 0.1529 -3.9885
C 1.5940 2.3591 0.9293
H 6.7215 -0.0914 4.9265
H -0.5555 -8.3047 -1.5134
C 0.0030 3.5103 -3.0613
H -3.8403 -1.7419 -5.2886
H -4.1213 -7.5747 -3.6172
H 2.4943 3.2438 -2.1646
H -1.6478 0.0805 0.0023
C -3.2308 -5.8368 -2.7473
C -1.2985 -7.6475 -1.8427
C 2.9413 1.9033 0.3844
H -2.8189 0.9129 1.1913
C 5.0314 -0.9387 3.9890
H -1.0864 3.4769 -3.0356
H 0.2676 1.7098 2.4727
H 1.7744 -0.5074 4.9260
C 1.1481 1.3561 1.9470
H -1.2815 5.0180 -1.4093
H -2.9713 -1.7818 -0.4646
H 3.4115 2.6295 -0.2821
C 2.8482 -0.4684 4.9884
H -2.7496 -3.6304 -4.2423
H -4.0126 -5.1858 -3.1139
C -0.2018 5.2025 -1.2662
H -2.5434 -9.1426 -2.6728
H 2.8508 0.8188 6.7828
Cu 0.7901 -2.5747 1.4897
C -0.4478 -3.0852 0.2841
H 0.8275 4.1347 2.0085
C -2.1607 -5.3663 -2.0329
H 2.2869 3.5785 2.7153
H -0.4694 -5.9462 -0.9408
H 3.6002 1.7182 1.2141
C 5.6486 -0.1102 4.9996
H 1.9191 1.1910 2.7181
Br 0.6541 0.4803 -1.6927
O 3.2073 -2.7760 1.0965
H -0.0442 5.5391 -0.2203
C -3.2591 -1.8000 -1.4981
H 5.7076 -1.3760 3.2524
H 1.0022 0.3734 1.5846
C -3.8391 -0.6759 -2.0962
H 2.2439 4.9670 -2.6043
Si 0.2591 2.4095 -0.4983
C -1.2178 -6.3221 -1.5995
H -1.1138 0.6854 1.6243
H 0.0807 6.0777 -1.8483
```

Properties
**Expectation value of S²**: 0.7850
**2S+1**: 2
**Relative energy (zero: lowest compared OMol25 entry of this formula, charge and spin)**: 39.63 kJ/mol
**Orbital gap (alpha / beta)**: 0.2196 / 0.2609 Ha
**Charge**: -1
**HOMO energy (alpha / beta)**: -0.1308 / -0.1829 hartree

Here are the Löwdin charges for atoms 1 to 4, given in e: 0.096, -0.105, 0.044, -0.604

***

(3)
ORCA calculation (ωB97M-V/def2-TZVPD) on 2 unconnected molecules or ions with the total composition C13H28BF6O3P2 at a distorted geometry.

Structure (XYZ):
```
53
Properties=species:S:1:pos:R:3
C 2.1342 0.4566 2.4200
H 1.5132 -0.2637 4.5219
H 0.4469 1.5277 3.7072
F 1.9647 5.0652 -3.0160
H -3.7167 0.4334 -3.3512
C -1.9458 1.5650 -0.4074
F 0.7533 2.7886 -2.0156
C 4.5973 -3.3465 4.2735
C -3.7026 -1.5091 -2.1586
H 4.1797 -3.2043 5.3758
H -0.3898 -1.4686 -4.3722
O -1.2202 -0.9121 -4.1627
O 3.9244 -2.2286 1.9915
H 3.1616 1.0641 2.4466
H -0.3565 2.8717 0.5735
P -0.5921 0.2463 -2.9712
H 1.1466 2.5271 2.1564
H -3.5603 -1.9630 -3.2498
F 2.6989 3.3541 -2.7720
H -1.6553 -2.2457 -1.1759
C 3.9693 -2.1362 3.3374
C 2.0902 -0.7020 3.5878
C -3.2458 -1.8068 0.5491
H 5.7760 -3.1753 4.3332
H -2.3848 2.6410 -0.6444
H 0.4933 -1.2178 -1.0944
O 3.4825 -0.9387 4.0447
C -0.3523 0.8361 1.6002
B -2.0336 0.6744 -1.7869
C 0.8272 -0.6993 -2.1130
C -2.8259 -2.2640 -0.9988
H -3.2954 -2.8123 1.1893
C 0.8451 1.4594 2.5876
H -2.4691 -1.0866 1.0464
H 0.4376 1.5642 -0.5308
H -0.2296 -0.3177 1.4138
H -1.3635 1.0529 2.1965
H 4.3000 -4.3878 3.8302
H -2.6115 0.9907 0.4001
H -4.3528 0.7171 -1.5965
H -4.8480 -1.7191 -1.8959
H 1.3157 -1.4854 -2.8671
F 1.2540 2.4282 -4.0884
H 2.0133 -0.0822 1.3734
H -3.1241 -3.4189 -1.0577
F 0.7934 4.1750 -4.6013
C -0.4423 1.7342 0.2213
F -0.0470 4.3769 -2.6186
H 1.6969 0.0937 -1.9120
P 1.2361 3.6980 -3.1852
C -3.5406 0.1198 -2.2129
H -4.3446 -1.3901 0.5316
H 1.5988 -1.6795 3.1474
```

Properties
**Orbital gap**: 0.2605 Ha
**Charge**: -1
**HOMO energy**: -0.1783 hartree

Here are the Löwdin charges for atoms 1 to 4, given in e: -0.177, 0.131, 0.105, -0.152

***

(4)
ORCA calculation (ωB97M-V/def2-TZVPD) on a molecular structure, C27H33N5SZn at a distorted geometry.

Structure (XYZ):
```
67
Properties=species:S:1:pos:R:3
C 2.0036 1.8532 -0.0799
C 4.8963 -2.9933 2.7489
H 4.9221 -2.8206 3.8207
C 5.8115 -3.3885 1.8753
H 0.1105 -0.2950 2.3316
H 5.7292 -4.9883 -0.3488
C -0.0375 5.5602 0.6625
C 1.6489 3.2001 -0.2265
C -5.2954 -1.6802 -0.6365
N 5.3203 -3.2374 0.6245
C -3.0112 -1.2297 -1.4590
C -5.0079 0.0090 -2.4267
H 2.9731 1.5462 0.2501
C -0.1638 1.1631 -0.4968
H 0.7669 6.7748 -1.7271
H -5.9612 -0.0828 -2.9324
H -5.0954 -1.0221 0.1980
C -1.3315 5.2970 -1.5274
H 2.0221 5.8010 -0.9721
N 1.6821 -1.5726 2.0875
H -0.1097 6.6149 0.6264
C 0.0100 5.0137 -0.7619
C -0.5996 2.4510 -0.7817
H -2.1254 4.5707 -1.1267
H 1.2238 5.1752 -2.4340
H -2.7184 -3.4211 -1.3007
C 2.4585 -2.4591 2.7065
N 3.7635 -2.7124 2.0436
H -5.8015 -2.6328 -2.8686
H -4.1812 -3.4247 -2.6802
H -1.5974 2.6674 -1.1370
C 1.0926 5.7632 -1.5228
H -4.3363 -2.1431 -3.9028
C -4.7029 -2.4688 -2.9023
H -5.1523 -2.6973 -0.3281
C 0.3496 3.5179 -0.6219
H 5.4044 -3.6217 -1.4503
C 0.6313 -1.1269 2.8213
H 2.7175 -3.8252 4.3644
C 5.9131 -3.9180 -0.5194
H -2.8182 0.9125 -1.1653
C 0.2222 -1.6087 4.0264
H -0.5252 -3.3371 -0.4422
H -1.1239 5.1870 -2.5932
H 2.5065 3.8845 -0.1195
H -1.6268 6.2856 -1.2110
H 6.8253 -3.6422 2.1269
C -4.5184 -1.3577 -1.8404
H 0.9049 5.3897 1.2106
C 0.9851 -2.6040 4.5632
H -0.8456 5.2847 1.3321
C 4.0247 -2.8390 0.7150
H -4.3161 0.4521 -3.1611
C -2.3234 -0.0735 -1.1351
H -0.6558 -1.2635 4.5168
H -5.1689 0.7015 -1.5364
H 7.0484 -3.7848 -0.4282
N -0.4239 -1.2523 -0.3355
Zn 1.5152 -1.0529 0.0932
N 1.1074 0.8599 -0.1909
S 2.9167 -2.7408 -0.6075
C -1.0432 -2.4199 -0.5934
H 0.6529 -3.0888 5.4693
C 2.1491 -3.0658 3.8980
C -1.0360 -0.0571 -0.6281
H -6.3308 -1.5676 -0.8084
C -2.3243 -2.4187 -1.1452
```

Properties
**Orbital gap**: 0.3100 Ha
**Charge**: +2
**HOMO energy**: -0.5249 hartree

Here are the Löwdin charges for atoms 1 to 4, given in e: -0.059, -0.027, 0.150, -0.038

***

(5)
ORCA calculation (ωB97M-V/def2-TZVPD) on 3 unconnected molecules or ions with the total composition C6H6.

Structure (XYZ):
```
12
Properties=species:S:1:pos:R:3
C -1.1338 -1.5712 0.1667
C -2.0835 -1.0326 -0.3325
C -0.7219 1.6396 -0.7739
H 1.8639 -2.1890 1.3529
H 1.1377 2.9068 -0.6046
C 1.7563 -1.1983 0.9780
C 1.8424 -0.0637 0.5954
H -3.0195 -0.7219 -0.7341
H -1.6804 1.2066 -0.9362
H -0.3585 -2.1338 0.6303
H 2.0278 0.9359 0.2807
C 0.3129 2.2343 -0.6436
```

Properties
**Relative energy (zero: lowest compared OMol25 entry of this formula, charge and spin)**: 706.68 kJ/mol
**SMILES**: C#C.C#C.C#C
**Orbital gap**: 0.4216 Ha
**HOMO energy**: -0.3766 hartree

Here are the Löwdin charges for atoms 1 to 4, given in e: 0.004, -0.026, 0.004, 0.028

***

(6)
ORCA calculation (ωB97M-V/def2-TZVPD) on 3 unconnected molecules or ions with the total composition C27H41N3O9S at a distorted geometry.

Structure (XYZ):
```
81
Properties=species:S:1:pos:R:3
O -1.8828 -0.7073 -2.0967
O 3.4465 4.5596 -5.9320
H -5.8160 2.8049 3.7748
C 1.5028 3.4230 -5.4444
C -0.1700 3.2516 0.5552
H -0.0089 3.8860 -0.3137
H 3.4950 1.7072 2.7863
O -2.7425 -0.3399 0.1365
H -2.9148 0.9006 3.7090
H -1.2897 2.3260 -1.8893
C 2.5615 -7.9026 -1.3065
H 0.7191 -1.8950 1.7170
H 1.2145 0.2046 4.0506
C 2.6442 -5.6126 -0.6543
H 1.7747 1.7262 4.6997
O 1.3988 -4.8075 1.1087
H -0.4581 0.2004 -4.7734
H 2.8860 0.3533 4.5611
C -1.8954 0.1137 1.2310
C -1.1854 -2.7978 1.6216
H 2.1678 -8.9013 -1.1803
H 4.7373 -6.1606 -3.2306
O 1.6550 5.7160 -5.6051
C -4.9804 2.3399 3.2719
H 1.3971 -7.0781 0.2936
H 2.2109 3.4602 2.3468
C 2.4755 1.3553 2.7037
H -3.4272 4.1505 5.2573
H -2.2083 -2.6047 1.9287
C 2.1269 -6.8822 -0.4773
C 2.0605 0.8777 4.0952
H -2.0946 -2.9054 -0.3273
O 2.6507 -3.4152 0.0418
S -2.4283 0.3237 -1.2754
H -0.2242 1.1680 -1.1224
H 3.9633 -4.3343 -1.7621
H -1.6177 2.3781 -4.7271
H -5.0209 1.2773 3.4737
C 0.1482 3.5038 -5.1774
H 0.7763 2.6709 2.9349
H 3.2245 2.1706 -5.7014
C -1.4237 2.4400 0.2040
H -1.9203 2.0330 4.5710
C -0.3020 -1.6053 1.9380
C 4.0061 -6.3610 -2.4601
C -2.5046 1.9078 3.6696
H -3.4099 3.7866 3.1260
C 0.0957 1.1097 -4.9698
C -2.0589 1.6236 1.3461
O -3.5938 0.9107 -1.8445
H -5.0878 2.4393 2.1990
H 1.9106 2.9909 0.2291
O -1.6118 2.1120 2.5907
H -0.3657 3.9272 1.3736
N -0.5507 -0.3627 1.1771
C 1.4547 1.0478 -5.2448
C -0.5576 2.3356 -4.9397
C 1.1399 2.4906 0.8070
H 1.1248 1.4702 0.4600
H 2.4178 0.5554 1.9784
C -3.6604 2.9296 3.7440
H 3.8440 -8.4446 -2.9361
C 2.1673 2.2114 -5.4869
H -2.3352 -0.3144 2.1194
H -0.2434 -0.5407 0.2270
H -0.2979 -2.8811 -0.3933
C -1.1778 -3.2082 0.1470
H 1.9609 0.0929 -5.2668
H -2.1687 3.1772 -0.0730
H -0.3252 -1.3622 2.9913
N 2.1976 -4.5300 0.2340
C 3.5021 -7.6438 -2.2941
O -3.8410 3.2855 5.1190
H -1.1767 -4.2914 0.1081
C 3.5754 -5.3339 -1.6372
N 2.2603 4.6626 -5.6797
H -0.8436 -3.6082 2.2520
C 1.6150 2.5586 2.2620
H -0.3526 4.4599 -5.1530
C -1.2042 1.6221 -1.0796
H -3.1303 1.8027 1.2826
```

Properties
**SMILES**: CCCCC[C@H]1CS(=O)(=O)O[C@@H](NCCC)[C@H]1OC[C@@H](C)O.O=[N+]([O-])c1ccccc1.O=[N+]([O-])c1ccccc1
**Orbital gap**: 0.3226 Ha
**HOMO energy**: -0.3496 hartree

Here are the Löwdin charges for atoms 1 to 4, given in e: -0.281, 0.075, 0.081, -0.150

***

Record-wise molar mass values, in Da: 130.212, 670.247, 419.112, 525.053, 78.114, 583.704
Record-wise E_tot values, in Eh: -708.01493, -6046.54955, -2044.50100, -3499.53121, -231.95717, -2292.79999